Entry 1:
This record from OMol25 describes a single C7H11N3O molecule in a non-equilibrium geometry. The level of theory is ωB97M-V with the def2-TZVPD basis set.

Each line ends with the Löwdin charge.
Cartesian coordinates (Å):
C -0.7273 0.5502 -1.4693  -0.14
C -0.4394 0.4733 -0.2118  0.03
C 0.3763 0.5278 -2.5129  -0.46
C 0.4628 -1.2006 1.0993  -0.11
C 1.5766 -1.2782 -0.0820  -0.22
C -2.1044 0.8457 -2.0251  -0.03
C 0.0327 1.1089 1.8457  -0.06
N 1.5491 0.1695 -1.9441  0.01
N -0.2616 -0.0073 0.9975  -0.19
N 1.6579 0.0318 -0.5214  -0.09
O 0.1291 0.6167 -3.7042  0.05
H -0.2575 -2.0638 1.0666  0.14
H 0.8718 -1.0890 2.0553  0.09
H 2.5394 -1.6920 0.2253  0.10
H 1.1213 -1.7974 -0.9363  0.11
H -2.2893 1.9284 -2.3985  0.13
H -2.7615 0.5866 -1.1937  0.07
H -2.2169 0.1360 -2.8451  0.08
H -0.4839 1.0171 2.9487  0.14
H 1.0846 1.2101 2.0957  0.09
H -0.3612 2.0276 1.4654  0.08
H 2.4533 0.1632 -2.5290  0.19

Energy above the lowest of the compared OMol25 structures with the same formula, charge and spin in kcal per mole: 125.8
Orbital gap in eV: 8.4
Highest occupied orbital energy in Ha: -0.2944

***

Entry 2:
This record from OMol25 describes 2 unconnected molecules or ions with the total composition C2H4N2O2 in a non-equilibrium geometry. The level of theory is ωB97M-V with the def2-TZVPD basis set.

Each line ends with the Löwdin charge.
Cartesian coordinates (Å):
O -1.1373 0.6497 0.7812  0.00
N -0.6454 1.7075 0.4867  -0.33
O 0.0876 2.3535 1.1507  0.08
H -0.9460 2.1230 -0.4509  0.19
C 0.5473 -1.4529 -0.0586  -0.09
C 0.1394 -0.5208 -1.0065  -0.33
N -0.1003 0.3639 -1.6725  0.16
H 0.8549 -1.0596 1.0208  0.14
H 1.3943 -1.8798 -0.4785  0.05
H -0.1944 -2.2845 0.2275  0.12

SMILES string: O=[NH+][O-].CC#N
Energy above the lowest of the compared OMol25 structures with the same formula, charge and spin in kcal per mole: 120.8
Orbital gap in eV: 11.6
Highest occupied orbital energy in Ha: -0.4125

***

Entry 3:
This record from OMol25 describes a molecular structure, C34H45BrN2O4S4V in a non-equilibrium geometry. The level of theory is ωB97M-V with the def2-TZVPD basis set.

Each line ends with the Löwdin charge.
Cartesian coordinates (Å):
V 0.4816 -0.0908 0.4060  0.73
C 1.4417 -1.9244 3.2748  -0.23
C 2.4557 -0.9025 3.2770  -0.22
C 2.7906 -0.6202 1.9781  -0.25
C 1.9726 -1.4376 1.0798  -0.40
C 1.1581 -2.2642 1.9771  -0.25
C 0.1287 -3.2743 1.5607  -0.04
C 2.6608 -2.0595 -0.1326  -0.08
C 3.9004 0.2882 1.5359  -0.04
C 3.0702 -0.2591 4.4877  -0.05
C 0.7984 -2.5621 4.4734  -0.06
H 0.1820 -4.1638 2.1942  0.08
H 0.2669 -3.5798 0.5227  0.06
H -0.8823 -2.8635 1.6497  0.06
H 3.5955 -2.5434 0.1769  0.08
H 2.9085 -1.3126 -0.8911  0.07
H 2.0293 -2.8096 -0.6012  0.04
H 3.7743 0.5751 0.4912  0.06
H 4.8705 -0.2124 1.6344  0.08
H 3.9432 1.1893 2.1551  0.07
H 4.1077 -0.5835 4.6154  0.08
H 2.5219 -0.5070 5.3967  0.06
H 3.0830 0.8306 4.3951  0.07
H 1.0951 -3.6129 4.5495  0.08
H -0.2920 -2.5401 4.3920  0.07
H 1.0851 -2.0734 5.4051  0.06
C -1.0796 2.5608 2.3495  -0.02
C -0.2963 1.3363 2.8738  -0.44
C -1.0196 0.6628 4.0387  -0.02
O -0.0633 0.4176 1.8445  -0.31
H -1.7799 2.9279 3.1008  0.07
H -1.6262 2.2724 1.4529  0.06
H -0.3992 3.3702 2.0828  0.07
H 0.6856 1.6729 3.2380  0.14
H -1.9587 0.2271 3.6927  0.06
H -1.2174 1.3918 4.8253  0.08
H -0.3939 -0.1301 4.4467  0.06
C -4.6113 -1.9558 -1.7225  -0.10
C -4.7199 -0.4776 -1.3437  -0.28
C -3.4200 0.0854 -0.7817  -0.36
S -2.9545 -0.4359 0.9120  0.91
O -3.1590 -1.9021 1.0257  -0.53
C -4.4427 0.3465 1.7487  -0.32
C -5.3648 -0.7012 2.3484  -0.30
C -4.8137 -1.2679 3.6554  -0.11
H -5.5614 -2.3160 -2.1224  0.07
H -4.3429 -2.5505 -0.8533  0.06
H -3.8352 -2.0979 -2.4761  0.08
H -5.5368 -0.3438 -0.6271  0.09
H -4.9774 0.1037 -2.2339  0.11
H -3.4245 1.1770 -0.7247  0.09
H -2.5761 -0.2190 -1.3972  0.01
H -4.9507 0.9740 1.0182  0.07
H -4.0259 0.9916 2.5252  0.07
H -5.4870 -1.5200 1.6361  0.10
H -6.3477 -0.2549 2.5231  0.11
H -3.8384 -1.7189 3.4743  0.06
H -5.4767 -2.0336 4.0599  0.07
H -4.7096 -0.4758 4.4005  0.07
S 0.2374 1.5946 -6.4115  0.54
C 0.3271 0.5693 -5.1140  -1.11
S -0.5730 0.7727 -3.6363  1.00
C 0.2262 -0.6716 -2.9405  -0.99
N 1.0799 -1.1760 -3.7590  0.02
N 1.1371 -0.5108 -4.9582  -0.15
C 2.0431 -1.0435 -5.9145  -0.21
C 3.2738 -1.5021 -5.4566  -0.01
C 4.1708 -2.0726 -6.3430  -0.09
C 3.8407 -2.2016 -7.6841  -0.11
C 2.6113 -1.7448 -8.1338  -0.09
C 1.7077 -1.1660 -7.2572  -0.05
S -0.2329 -1.4186 -1.4731  0.68
H 3.5055 -1.4112 -4.4047  0.11
H 5.1332 -2.4173 -5.9872  0.10
H 4.5343 -2.6616 -8.3765  0.09
H 2.3406 -1.8477 -9.1769  0.10
H 0.7499 -0.8168 -7.6067  0.08
Br 3.9929 5.2647 1.6893  0.71
C 2.5189 4.9329 0.5277  -0.67
C 1.8053 6.0077 0.0251  -0.13
C 0.7058 5.7617 -0.7876  -0.07
C 0.3209 4.4614 -1.0647  -0.01
C 1.0657 3.3960 -0.5733  -0.12
C 2.1789 3.6281 0.2282  -0.05
C 0.5972 1.9861 -0.7829  -0.63
O -0.6277 1.7771 -0.8680  -0.05
O 1.4768 1.0622 -0.7994  -0.11
H 2.1046 7.0173 0.2694  0.09
H 0.1413 6.5931 -1.1895  0.10
H -0.5577 4.2419 -1.6563  0.12
H 2.7415 2.7921 0.6222  0.10

Spin multiplicity: 3
Charge: -1
Energy above the lowest of the compared OMol25 structures with the same formula, charge and spin in kcal per mole: 47.2
Orbital gap (alpha / beta) in eV: 6.5 / 6.6
Highest occupied orbital energy (alpha / beta) in Ha: -0.1536 / -0.1602